Record 1
Here is a 3-piece molecular cluster, C26H44BN2O3S overall at a distorted geometry from the Open Molecules 2025 dataset. Energies are from ωB97M-V/def2-TZVPD.

Results
Frontier orbital gap, eV: 6.84
DFT total energy, eV: -48296.6644
Charge: +1

Geometry (Å):
C: 3.518 0.795 -0.158
N: 3.753 1.899 -1.147
C: 5.162 1.822 -1.710
B: 2.731 1.928 -2.235
O: 2.720 0.908 -3.263
N: 1.690 3.054 -2.161
C: 1.186 3.316 -0.811
C: 0.106 4.388 -0.513
O: -0.407 4.603 0.818
C: -1.390 3.535 0.992
O: -1.697 3.285 2.189
C: -2.020 2.691 -0.196
C: -1.613 1.170 -0.317
C: -2.205 0.309 -1.480
C: -3.195 0.891 -2.549
C: -3.587 2.393 -2.453
C: -3.004 3.218 -1.277
C: -0.411 5.229 -1.726
C: 0.145 4.921 -3.142
C: 1.213 3.779 -3.328
S: 1.820 3.433 -5.035
H: 3.191 1.301 0.835
H: 4.504 0.251 0.100
H: 2.696 0.053 -0.448
H: 5.404 0.724 -1.956
H: 5.848 2.246 -0.895
H: 5.175 2.492 -2.636
H: 2.340 0.106 -2.834
H: 1.581 2.726 0.099
H: -0.882 0.704 0.423
H: -1.903 -0.791 -1.574
H: -3.646 0.280 -3.401
H: -4.284 2.922 -3.201
H: -3.297 4.329 -1.212
H: -1.208 6.024 -1.488
H: -0.267 5.527 -4.019
H: 1.051 2.399 -5.607
C: -4.470 0.492 7.553
C: -3.759 -0.710 6.948
C: -2.322 -0.401 6.518
C: -2.192 0.659 5.419
C: -2.943 0.341 4.125
C: -2.441 -0.922 3.439
H: -4.557 1.313 6.836
H: -5.483 0.217 7.862
H: -3.935 0.859 8.433
H: -4.339 -1.096 6.104
H: -3.734 -1.512 7.693
H: -1.845 -1.331 6.191
H: -1.754 -0.066 7.394
H: -1.128 0.790 5.190
H: -2.537 1.626 5.799
H: -2.824 1.184 3.436
H: -4.017 0.253 4.315
H: -1.379 -0.832 3.191
H: -2.992 -1.093 2.511
H: -2.573 -1.805 4.068
C: 3.227 -6.304 -1.981
C: 2.406 -5.837 -3.175
C: 2.801 -4.439 -3.662
C: 2.585 -3.317 -2.642
C: 1.150 -3.179 -2.130
C: 0.155 -2.834 -3.231
H: 3.089 -5.650 -1.116
H: 2.923 -7.311 -1.684
H: 4.292 -6.329 -2.227
H: 1.341 -5.872 -2.929
H: 2.553 -6.545 -3.998
H: 2.245 -4.216 -4.579
H: 3.859 -4.449 -3.950
H: 2.892 -2.369 -3.101
H: 3.251 -3.465 -1.786
H: 1.123 -2.386 -1.373
H: 0.832 -4.095 -1.623
H: 0.425 -1.890 -3.715
H: -0.849 -2.724 -2.812
H: 0.110 -3.612 -3.995

Results of the Löwdin charge analysis, in e, for atoms 1 through 6:
1. C -0.084
2. N -0.161
3. C -0.059
4. B -0.524
5. O 0.083
6. N 0.082

***

Record 2
Here is C26H44Br10F12FeO8 as an isolated structure at a distorted geometry from the Open Molecules 2025 dataset. Energies are from ωB97M-V/def2-TZVPD.

Results
Multiplicity: 5
Frontier orbital gap, eV: 4.14
Energy above the lowest of the compared OMol25 structures with the same formula, charge and spin, kJ/mol: 0.0
DFT total energy, eV: -811476.7064
Charge: -2

Geometry (Å):
Fe: -1.372 -0.604 1.869
C: 3.981 4.240 2.353
O: 3.036 3.493 1.525
O: 3.219 5.016 3.135
C: 5.015 3.281 3.098
F: 6.212 3.177 2.444
F: 5.307 3.850 4.285
F: 4.585 2.034 3.386
C: 3.276 3.552 0.152
C: 2.303 2.638 -0.552
H: 2.152 1.704 -0.001
H: 1.321 3.101 -0.432
H: 2.618 2.313 -1.546
H: 4.292 3.270 -0.148
H: 3.130 4.567 -0.244
H: 4.638 4.948 1.815
C: -2.272 2.473 0.779
O: -1.741 3.602 1.409
O: -1.460 1.470 1.172
C: -3.818 2.315 0.992
F: -4.595 3.308 0.529
F: -4.250 1.149 0.453
F: -4.053 2.203 2.319
C: -2.148 4.917 1.007
C: -1.231 5.989 1.690
H: -0.420 6.215 1.003
H: -1.685 6.864 2.157
H: -0.770 5.529 2.570
H: -3.222 5.095 1.063
H: -1.902 5.128 -0.041
H: -2.112 2.632 -0.307
C: 0.818 -0.602 3.773
O: -0.192 -1.577 3.336
O: 0.333 0.434 3.052
C: 0.848 -0.492 5.343
F: 1.422 0.627 5.797
F: -0.405 -0.619 5.820
F: 1.618 -1.470 5.863
C: -0.182 -2.897 3.896
C: -1.410 -3.582 3.208
H: -1.653 -4.447 3.832
H: -2.235 -2.875 3.257
H: -1.113 -3.983 2.241
H: -0.386 -2.988 4.963
H: 0.693 -3.507 3.658
H: 1.783 -0.957 3.388
C: -1.526 -1.855 -0.587
O: -0.338 -1.569 0.154
O: -2.537 -1.546 0.318
C: -1.515 -0.967 -1.866
F: -0.610 -1.498 -2.737
F: -2.646 -0.756 -2.501
F: -0.958 0.216 -1.537
C: 0.796 -2.344 -0.209
C: 2.057 -2.057 0.582
H: 2.336 -1.008 0.704
H: 1.993 -2.473 1.590
H: 2.951 -2.554 0.174
H: 1.012 -2.521 -1.263
H: 0.552 -3.365 0.115
H: -1.555 -2.945 -0.696
Br: -6.572 -1.202 1.634
C: -5.652 -1.877 0.058
C: -4.787 -3.076 0.389
Br: -4.241 -4.042 -1.311
H: -5.044 -1.048 -0.304
H: -6.422 -2.105 -0.675
H: -5.519 -3.759 0.824
H: -3.939 -2.985 1.056
Br: 6.882 2.341 -0.351
C: 5.984 0.644 -0.826
C: 5.777 -0.407 0.228
Br: 5.564 -2.164 -0.638
H: 6.546 0.279 -1.686
H: 5.091 0.972 -1.360
H: 5.031 -0.227 1.000
H: 6.727 -0.403 0.767
Br: -7.705 -0.516 -2.898
C: -5.930 0.280 -3.241
C: -5.675 1.518 -2.380
Br: -3.974 2.423 -2.942
H: -5.909 0.655 -4.262
H: -5.186 -0.501 -3.118
H: -5.637 1.309 -1.313
H: -6.413 2.312 -2.456
Br: 1.741 0.106 -4.768
C: 0.357 -0.888 -5.772
C: -0.778 0.029 -6.184
Br: -2.176 -1.072 -7.049
H: -0.080 -1.613 -5.089
H: 0.779 -1.360 -6.654
H: -0.430 0.742 -6.926
H: -1.247 0.505 -5.328
Br: 3.664 -4.219 -4.741
C: 3.194 -4.069 -2.811
C: 3.053 -5.458 -2.216
Br: 2.288 -5.483 -0.434
H: 2.383 -3.377 -2.587
H: 3.943 -3.550 -2.215
H: 3.978 -6.022 -2.163
H: 2.347 -5.983 -2.859

Results of the Löwdin charge analysis, in e, for atoms 1 through 6:
1. Fe 1.029
2. C -0.507
3. O -0.085
4. O -0.228
5. C -0.530
6. F -0.001

***

Record 3
Here is C26H44Cl2O2P2Y as an isolated structure at a distorted geometry from the Open Molecules 2025 dataset. Energies are from ωB97M-V/def2-TZVPD.

Results
Frontier orbital gap, eV: 5.26
Energy above the lowest of the compared OMol25 structures with the same formula, charge and spin, kJ/mol: 119.4
DFT total energy, eV: -76429.1863
Charge: +1

Geometry (Å):
Y: -1.152 1.375 2.250
C: 0.231 0.769 4.194
C: 1.078 1.099 3.065
C: -0.072 3.005 3.661
C: -0.495 1.959 4.536
C: 0.920 2.496 2.770
C: 0.445 -0.357 5.125
H: 0.981 -1.184 4.651
H: -0.505 -0.757 5.494
H: 1.026 -0.046 6.010
C: -1.367 2.124 5.727
H: -0.856 1.855 6.662
H: -2.258 1.484 5.651
H: -1.701 3.162 5.832
C: -0.661 4.367 3.581
H: -0.923 4.774 4.566
H: -1.589 4.329 2.978
H: 0.043 5.054 3.096
C: 1.752 3.300 1.833
H: 2.572 3.805 2.374
H: 1.166 4.095 1.354
H: 2.206 2.688 1.047
C: 2.094 0.228 2.413
H: 3.077 0.718 2.497
H: 1.914 0.065 1.331
H: 2.157 -0.760 2.894
C: -0.003 -3.369 0.642
C: 1.096 -3.133 1.387
C: 2.513 -3.053 0.918
C: 2.775 -2.911 -0.623
C: 2.542 -1.542 -1.232
C: 1.357 -0.943 -1.477
C: 0.046 -1.194 -0.738
C: -0.224 -2.735 -0.693
H: 2.983 -4.005 1.223
H: 2.196 -3.720 -1.126
H: 3.081 -2.267 1.444
H: 0.377 -3.259 -1.452
H: -0.891 -3.862 1.067
H: 0.988 -3.160 2.479
H: -1.267 -2.921 -0.986
H: 0.095 -0.736 0.284
H: 1.344 -0.183 -2.276
H: -0.808 -0.711 -1.265
H: 3.856 -3.117 -0.769
H: 3.462 -1.034 -1.593
P: -0.678 -0.729 -3.865
P: -0.914 2.281 -4.315
C: -1.063 -0.247 -5.646
C: -1.578 1.200 -5.702
H: -1.829 -0.948 -6.015
H: -0.151 -0.406 -6.252
H: -1.332 1.664 -6.669
H: -2.676 1.237 -5.594
C: -1.534 3.805 -5.164
H: -1.132 4.691 -4.658
H: -2.630 3.812 -5.104
H: -1.235 3.821 -6.221
C: 0.845 2.348 -4.904
H: 0.902 2.357 -6.000
H: 1.417 1.498 -4.510
H: 1.280 3.279 -4.515
C: -2.237 -1.664 -3.547
H: -2.336 -1.891 -2.481
H: -2.242 -2.588 -4.135
H: -3.078 -1.032 -3.855
C: 0.542 -2.087 -4.183
H: 0.689 -2.280 -5.269
H: 0.192 -3.005 -3.666
H: 1.520 -1.782 -3.739
Cl: -0.824 -3.318 4.310
C: -2.399 -2.503 4.098
Cl: -2.901 -1.437 5.437
C: -2.374 -1.728 2.771
O: -2.839 -2.320 1.803
O: -1.870 -0.517 2.745
H: -3.138 -3.304 4.039

Results of the Löwdin charge analysis, in e, for atoms 1 through 6:
1. Y 1.751
2. C -0.277
3. C -0.303
4. C -0.332
5. C -0.297
6. C -0.325

***

What is the formula in the first record?
C26H44BN2O3S

***

frontier orbital gap of number 2 (C26H44Br10F12FeO8)?
4.14 eV